Arrangement P

14
Properties=species:S:1:pos:R:3:mulliken_charge:R:1 method="wB97M-V/def2-TZVPD" lumo_ev=3.19 multiplicity=1 gap_ev=5.259 charge=-1
C -0.977 0.050 1.430 -1.151
C 0.475 0.274 1.807 -0.329
S 1.558 0.002 0.334 -0.161
H -1.133 -0.944 1.016 0.304
H -1.190 0.694 0.575 0.275
H -1.656 0.277 2.252 0.325
H 0.639 1.308 2.113 0.290
H 0.829 -0.374 2.608 0.325
H 2.678 0.093 1.071 0.049
C -0.130 -0.230 -2.693 -0.768
S -1.650 -0.779 -1.841 -0.734
H -0.269 -0.304 -3.776 0.253
H 0.117 0.810 -2.466 0.186
H 0.710 -0.876 -2.429 0.136

***

Arrangement Q

14
Properties=species:S:1:pos:R:3:mulliken_charge:R:1 method="wB97M-V/def2-TZVPD" lumo_ev=3.45 multiplicity=1 gap_ev=5.646 charge=-1
C -1.698 -0.350 -1.413 -0.946
S -2.038 0.470 0.173 -0.648
H -0.780 -0.123 -1.997 0.182
H -1.532 -1.439 -1.322 0.257
H -2.582 -0.266 -2.065 0.265
C 1.525 1.115 -0.626 -0.650
S 1.917 -0.418 0.290 -0.191
C 0.481 -0.836 1.353 -0.417
H 0.930 0.786 -1.474 0.086
H 2.438 1.711 -0.714 0.338
H 1.001 1.741 0.059 0.257
H 0.238 0.003 1.850 0.256
H -0.220 -1.106 0.446 -0.132
H 0.603 -1.709 1.924 0.343

***

Of them, arrangement P has the highest stability.

***

Arrangement P

21
Properties=species:S:1:pos:R:3:mulliken_charge:R:1 method="wB97M-V/def2-TZVPD" lumo_ev="-1.20 / -0.21" multiplicity=1 gap_ev="7.882 / 8.724"
C -0.233 1.384 -0.147 0.575
C 1.236 1.785 0.387 -0.647
C -0.161 -0.075 -0.661 -0.663
C 1.715 0.449 0.735 -0.924
C 1.319 -0.406 -0.466 0.436
C 1.595 -1.906 -0.136 -1.415
N -1.314 2.030 -0.015 -0.694
O -3.712 -1.347 0.646 -0.467
P -3.852 -0.017 0.028 0.337
H 1.622 2.316 -0.423 0.377
H 1.261 2.243 1.323 0.349
H -0.960 -0.689 -0.238 0.241
H -0.438 -0.101 -1.707 0.321
H 2.800 0.332 0.951 0.410
H 1.184 0.065 1.623 0.352
H 2.037 -0.017 -1.282 0.236
H 1.461 -2.152 0.930 0.341
H 2.650 -2.065 -0.396 0.391
H 1.069 -2.625 -0.836 0.323
H -4.711 -0.056 -1.099 0.065
H -4.565 0.851 0.784 0.056

***

Arrangement Q

21
Properties=species:S:1:pos:R:3:mulliken_charge:R:1 method="wB97M-V/def2-TZVPD" lumo_ev=0.09 multiplicity=1 smiles="[H]/P=N/[C@@H](C(C)=O)C(C)C" gap_ev=8.313
H 4.051 -1.517 0.252 0.023
P 2.910 -1.027 -0.404 0.135
N 2.048 -0.838 0.919 -0.424
C 0.989 0.087 0.814 -0.120
C 1.411 1.390 0.111 0.896
C 0.738 2.637 0.687 -1.448
O 2.306 1.407 -0.685 -0.500
C -0.285 -0.340 0.010 0.669
C -0.936 -1.494 0.718 -1.714
C 0.096 -0.800 -1.412 -1.459
H 0.625 0.248 1.877 0.305
H 1.288 3.568 0.590 0.381
H 0.640 2.430 1.684 0.439
H -0.261 2.891 0.311 0.309
H -0.915 0.628 -0.182 0.176
H -0.247 -2.207 0.933 0.428
H -1.657 -1.761 -0.002 0.469
H -1.445 -1.212 1.592 0.429
H 0.844 -0.165 -1.913 0.445
H -0.716 -0.724 -2.209 0.333
H 0.609 -1.871 -1.329 0.229

***

Arrangement R

21
Properties=species:S:1:pos:R:3:mulliken_charge:R:1 method="wB97M-V/def2-TZVPD" lumo_ev=0.49 multiplicity=1 smiles="CP(C)[C@@H]1CCC(=O)N1" gap_ev=8.594
C 1.040 -0.859 -1.749 -0.860
P 0.291 -1.730 -0.178 0.093
C -1.450 -2.436 -0.553 -0.810
C 0.014 -0.283 1.097 -0.136
C -0.953 0.954 0.523 -0.613
C -0.086 2.361 0.777 -0.424
C 1.427 1.754 0.558 0.297
O 2.436 2.315 -0.113 -0.551
N 1.350 0.410 1.247 -0.243
H 1.422 -1.633 -2.546 0.353
H 2.012 -0.295 -1.347 0.222
H 0.238 -0.114 -2.164 0.220
H -2.301 -1.718 -0.144 0.232
H -1.601 -3.464 0.024 0.277
H -1.676 -2.621 -1.686 0.283
H -0.345 -0.732 2.120 0.350
H -2.054 0.958 0.925 0.339
H -1.122 0.952 -0.656 0.141
H -0.319 2.779 1.859 0.279
H -0.204 3.121 -0.132 0.280
H 1.879 0.281 2.138 0.273

***

Of them, arrangement Q has the highest stability.

***

Arrangement P

10
Properties=species:S:1:pos:R:3:mulliken_charge:R:1 method="wB97M-V/def2-TZVPD" lumo_ev="0.57 / 0.64" multiplicity=1 gap_ev="8.106 / 8.119"
C -0.325 0.551 0.666 -0.398
C 1.155 -0.011 -1.088 -0.318
N 1.047 0.658 1.555 0.124
N 2.059 0.246 1.212 -0.284
N -0.061 -0.133 -0.473 -0.176
Cl 1.168 1.561 -1.797 -0.167
H -1.117 -0.029 1.227 0.324
H -0.559 1.670 0.597 0.231
H 1.631 -0.807 -1.522 0.397
H -0.290 -1.106 -0.354 0.266

***

Arrangement Q

10
Properties=species:S:1:pos:R:3:mulliken_charge:R:1 method="wB97M-V/def2-TZVPD" lumo_ev="-2.02 / -3.54" multiplicity=1 gap_ev="8.803 / 6.480"
C -1.072 -0.409 0.396 -0.272
C -0.183 0.652 -0.389 -0.305
N -0.168 -1.475 0.566 -0.117
N 0.868 -1.320 -0.220 -0.157
N 0.826 -0.230 -0.946 -0.160
Cl 3.186 0.813 0.283 -0.061
H -1.540 0.047 1.383 0.250
H -1.957 -0.586 -0.087 0.282
H -0.421 1.191 -1.269 0.371
H 0.461 1.318 0.284 0.167

***

Of them, arrangement P has the highest stability.